9
Properties=species:S:1:pos:R:3 method="wB97M-V/def2-TZVPD" de_lowest_kcal_mol=27.98 orbital_gap_ev=10.69 energy_ev=-88103.55431
C -1.135 -0.154 -0.567
O 0.131 -0.751 -0.408
S 1.163 0.117 0.351
O 2.401 -0.546 0.216
O 0.926 1.662 -0.068
Br 0.482 -0.032 2.386
H -0.961 0.851 -0.447
H -1.697 -0.604 0.118
H -1.311 -0.543 -1.580

---

15
Properties=species:S:1:pos:R:3 method="wB97M-V/def2-TZVPD" charge=+1 de_lowest_kcal_mol=0.00 orbital_gap_ev=12.82 energy_ev=-14602.85728
C -1.396 0.654 -0.796
C 0.564 -1.836 -0.544
C 0.280 0.589 1.614
O 1.207 0.935 -1.009
P 0.186 0.095 -0.191
H -1.293 1.713 -0.779
H -2.250 0.375 -0.003
H -1.755 0.309 -1.698
H 1.387 -2.195 0.064
H 0.892 -1.984 -1.505
H -0.409 -2.141 -0.177
H -0.327 -0.137 2.239
H -0.365 1.522 1.516
H 1.345 0.771 1.907
H 1.935 1.331 -0.637

---

19
Properties=species:S:1:pos:R:3 method="wB97M-V/def2-TZVPD" de_lowest_kcal_mol=2.61 orbital_gap_ev=9.80 energy_ev=-18157.90537
N -0.004 1.631 -2.137
C 0.375 1.035 -0.871
C -0.454 -0.165 -0.419
N -0.769 -1.027 -1.576
C 0.258 -0.956 0.664
C 0.697 -0.180 1.899
S -0.686 0.449 2.891
H -0.511 2.497 -2.053
H -0.554 0.981 -2.682
H 0.309 1.803 -0.092
H 1.439 0.784 -0.852
H -1.396 0.229 -0.035
H -0.986 -1.946 -1.217
H 0.036 -1.068 -2.191
H -0.391 -1.766 0.998
H 1.146 -1.456 0.274
H 1.335 -0.764 2.552
H 1.313 0.671 1.601
H -1.157 -0.753 3.245

---

53
Properties=species:S:1:pos:R:3 method="wB97M-V/def2-TZVPD" charge=-2 de_lowest_kcal_mol=48.55 orbital_gap_ev="5.36 / 5.32" energy_ev=-224430.01656
Rh 0.529 2.128 -0.937
Se 2.969 2.516 -2.082
Te 4.381 3.827 -0.541
Te 2.470 5.548 0.451
Se 0.511 4.566 -0.761
Cl -7.117 2.943 -0.689
C -5.404 3.046 -1.016
C -4.795 4.305 -1.027
C -3.459 4.410 -1.315
Cl -2.747 5.985 -1.339
C -2.632 3.264 -1.612
O -1.412 3.351 -1.962
C -3.303 1.994 -1.520
C -2.557 0.780 -1.661
O -1.345 0.650 -1.777
C -4.680 1.916 -1.254
H -5.368 5.198 -0.824
H -3.177 -0.139 -1.643
H -5.157 0.943 -1.234
N -0.020 2.456 6.381
C 0.076 2.409 5.234
C 0.203 2.354 3.815
C -0.925 2.169 3.012
C -0.796 2.141 1.636
C 0.460 2.260 1.042
C 1.582 2.426 1.845
C 1.461 2.485 3.222
H -1.898 2.061 3.473
H -1.685 2.020 1.023
H 2.568 2.500 1.399
H 2.336 2.641 3.840
O 0.463 -6.444 2.200
S 1.330 -7.248 1.359
O 2.589 -7.635 1.978
O 0.651 -8.309 0.634
C 1.894 -6.131 0.004
N 2.554 -6.773 -0.958
C 2.962 -5.998 -1.961
C 2.695 -4.647 -2.016
C 1.996 -4.070 -0.952
N 1.618 -4.848 0.079
C 1.670 -2.652 -0.887
C 1.273 -2.057 0.315
C 1.026 -0.703 0.368
N 1.128 0.108 -0.693
C 1.439 -0.471 -1.861
C 1.724 -1.808 -2.000
H 3.527 -6.495 -2.743
H 3.056 -4.040 -2.835
H 1.176 -2.675 1.196
H 0.736 -0.237 1.299
H 1.458 0.176 -2.729
H 1.969 -2.197 -2.979

---

92
Properties=species:S:1:pos:R:3 method="wB97M-V/def2-TZVPD" charge=+3 de_lowest_kcal_mol=0.00 orbital_gap_ev="8.56 / 6.12" multiplicity=2 energy_ev=-61677.12286 s2=0.7562
Ir 0.230 0.192 0.071
C 1.463 -1.756 4.600
N 2.164 -0.665 3.905
C 3.321 -0.161 4.663
C 1.922 -0.257 2.656
N 0.723 -0.323 2.066
C -0.471 -0.471 2.936
C -1.714 -0.003 2.209
N -1.594 -0.496 0.809
C -1.703 -2.009 0.823
C -0.369 -2.675 0.603
N 0.274 -2.105 -0.578
C 0.534 -2.977 -1.553
N 1.498 -2.749 -2.467
C 2.582 -1.836 -2.211
C 1.491 -3.348 -3.799
N -0.117 -4.171 -1.682
C -1.565 -4.296 -1.670
C 0.608 -5.421 -1.906
C -2.650 0.060 -0.093
C -2.114 -0.084 -1.500
N -0.835 0.664 -1.546
C -0.664 1.423 -2.710
N -0.908 0.811 -3.865
C -0.631 -0.608 -4.076
C -1.405 1.509 -5.054
N -0.318 2.707 -2.681
C -0.984 3.676 -1.802
C 0.554 3.308 -3.697
N 2.983 0.146 1.832
C 3.760 1.349 2.133
C 3.834 -1.014 1.541
H 2.221 -2.321 5.139
H 1.010 -2.436 3.889
H 0.728 -1.397 5.318
H 3.132 -0.362 5.714
H 3.425 0.912 4.552
H 4.245 -0.666 4.381
H -0.328 0.117 3.842
H -0.618 -1.508 3.228
H -1.783 1.077 2.200
H -2.626 -0.403 2.653
H -2.385 -2.288 0.025
H -2.168 -2.312 1.760
H -0.524 -3.750 0.525
H 0.287 -2.518 1.458
H 2.695 -1.734 -1.130
H 2.388 -0.847 -2.635
H 3.490 -2.244 -2.661
H 0.531 -3.811 -4.003
H 2.278 -4.096 -3.903
H 1.667 -2.565 -4.539
H -2.029 -3.313 -1.704
H -1.932 -4.843 -0.798
H -1.882 -4.839 -2.562
H 1.680 -5.249 -1.863
H 0.354 -5.868 -2.869
H 0.343 -6.130 -1.120
H -2.777 1.112 0.150
H -3.591 -0.465 0.072
H -2.821 0.302 -2.236
H -1.928 -1.138 -1.720
H -0.154 -1.029 -3.196
H 0.037 -0.704 -4.933
H -1.553 -1.148 -4.298
H -1.723 2.515 -4.799
H -2.262 0.952 -5.431
H -0.649 1.546 -5.839
H -1.671 3.171 -1.137
H -1.541 4.373 -2.428
H -0.255 4.242 -1.222
H 0.553 2.767 -4.636
H 1.572 3.319 -3.306
H 0.233 4.330 -3.885
H 3.120 2.115 2.570
H 4.147 1.749 1.195
H 4.614 1.177 2.790
H 4.470 -1.317 2.381
H 4.494 -0.764 0.717
H 3.217 -1.868 1.253
N 4.329 2.626 -1.451
C 3.779 1.420 -1.335
N 4.579 0.369 -1.431
S 2.058 1.436 -1.161
H 5.287 2.760 -1.740
H 3.754 3.445 -1.334
H 5.569 0.485 -1.599
H 4.214 -0.564 -1.476
F 0.489 2.233 2.152
C 0.064 2.124 0.869
F -1.242 2.544 0.885
H 0.636 2.840 0.283

---

21
Properties=species:S:1:pos:R:3 method="wB97M-V/def2-TZVPD" charge=+1 de_lowest_kcal_mol=36.73 orbital_gap_ev=10.27 energy_ev=-12352.87292
C -2.719 -0.065 0.154
N -1.333 0.313 -0.029
C -1.267 1.591 -0.764
C -0.329 -0.496 0.094
N -0.350 -1.755 0.446
N 1.046 -0.105 -0.234
C 2.076 -1.047 -0.235
C 3.186 -0.364 0.260
C 2.774 1.011 0.490
N 1.474 1.055 0.206
H -3.222 -0.196 -0.870
H -3.338 0.777 0.577
H -3.026 -0.898 0.889
H -1.287 2.524 -0.110
H -2.131 1.589 -1.505
H -0.349 1.597 -1.309
H 0.538 -2.215 0.563
H -1.181 -2.187 0.768
H 1.952 -2.085 -0.528
H 4.184 -0.867 0.333
H 3.302 1.821 0.806